{"formula": "C19H41N3O23S5", "method": "wB97M-V/def2-TZVPD", "relative_energy_ev": 33.803, "orbital_gap_ha": 0.2782, "lumo_ev": 0.02, "elements": ["C", "C", "O", "S", "O", "O", "O", "H", "H", "H", "H", "C", "C", "O", "S", "O", "O", "O", "H", "H", "H", "H", "C", "C", "O", "S", "O", "O", "O", "H", "H", "H", "H", "C", "C", "O", "S", "O", "O", "O", "H", "H", "H", "H", "C", "C", "O", "S", "O", "O", "O", "H", "H", "H", "H", "C", "C", "O", "N", "C", "H", "H", "H", "H", "H", "H", "H", "C", "C", "O", "N", "C", "H", "H", "H", "H", "H", "H", "H", "C", "C", "O", "N", "C", "H", "H", "H", "H", "H", "H", "H"], "positions_angstrom": [[-17.62652, -23.52417, -18.96069], [-16.93603, -22.19773, -18.60688], [-16.75987, -22.36500, -17.24363], [-16.48328, -23.93832, -16.74339], [-17.37992, -24.24839, -15.62446], [-15.02913, -24.14770, -16.60835], [-17.15703, -24.46401, -18.10943], [-17.34023, -23.56327, -20.01170], [-18.70666, -23.44955, -18.83493], [-17.50098, -21.33115, -18.95034], [-15.92318, -22.29093, -18.99873], [-14.28084, -25.52237, -15.55118], [-13.02000, -25.99049, -14.71626], [-12.36055, -26.88424, -15.49827], [-12.37545, -26.31206, -17.04314], [-12.52760, -27.41659, -18.02162], [-11.28523, -25.36227, -17.25793], [-13.74779, -25.45630, -16.95123], [-14.68379, -24.59723, -15.13905], [-15.15486, -26.17360, -15.54169], [-13.21909, -26.57015, -13.81490], [-12.46972, -25.05393, -14.62597], [-13.74973, -29.47867, -18.08863], [-12.24620, -29.73112, -18.25678], [-12.25332, -30.74452, -19.20808], [-13.31249, -30.40786, -20.44980], [-13.82883, -31.64013, -21.04832], [-12.79967, -29.33333, -21.29609], [-14.36747, -29.81502, -19.29600], [-13.84725, -28.42583, -17.82383], [-14.07283, -30.14037, -17.28499], [-11.82138, -30.14197, -17.34090], [-11.66554, -28.90563, -18.66847], [-15.90664, -24.07096, -11.36833], [-16.48615, -25.44544, -10.87772], [-15.78872, -26.40649, -11.65138], [-15.55954, -25.85281, -13.23078], [-16.67644, -26.22632, -14.11887], [-14.13304, -26.02211, -13.59829], [-15.77261, -24.26421, -12.69786], [-14.92042, -23.85394, -10.95799], [-16.64621, -23.37159, -10.97846], [-17.53061, -25.60920, -11.14300], [-16.45584, -25.41845, -9.78847], [-19.10181, -28.36078, -18.49016], [-17.70992, -27.68838, -18.51305], [-17.80750, -26.46268, -17.84055], [-19.16074, -26.19862, -17.03414], [-19.80232, -24.89572, -17.30154], [-18.97805, -26.67756, -15.66583], [-19.95307, -27.32662, -17.94624], [-19.34004, -29.21730, -17.85952], [-19.35594, -28.64331, -19.51178], [-17.30158, -27.46158, -19.49790], [-16.85739, -28.26719, -18.15773], [-15.30105, -26.31432, -18.45963], [-15.63538, -27.30653, -17.40435], [-15.18012, -28.38333, -17.41898], [-16.38236, -26.90994, -16.36491], [-16.92371, -27.91885, -15.40921], [-16.26059, -25.79729, -18.46845], [-15.16945, -26.76091, -19.44519], [-14.55780, -25.54420, -18.25324], [-16.71264, -25.95666, -16.41243], [-17.75188, -28.47470, -15.84882], [-17.26442, -27.27252, -14.60034], [-16.28769, -28.73703, -15.07135], [-15.10933, -26.97429, -24.24654], [-15.22891, -27.39404, -22.91140], [-16.38503, -27.48557, -22.42332], [-14.08770, -27.60845, -22.26676], [-14.04391, -27.74039, -20.79974], [-15.91463, -26.28788, -24.50814], [-15.15106, -27.89460, -24.82912], [-14.23195, -26.40935, -24.56142], [-13.16814, -27.41336, -22.63614], [-14.51580, -28.67084, -20.48402], [-14.57044, -26.95518, -20.25724], [-13.06272, -27.66920, -20.33039], [-22.29505, -30.89090, -16.08909], [-21.05408, -29.98898, -16.22580], [-20.58384, -29.56685, -17.26724], [-20.63144, -29.59358, -14.98785], [-19.50359, -28.82970, -14.67732], [-22.05596, -31.95299, -16.03531], [-22.72601, -30.96772, -17.08733], [-23.06355, -30.68905, -15.34293], [-21.00802, -30.06926, -14.18038], [-19.59333, -27.80122, -15.02700], [-18.51149, -29.10234, -15.03720], [-19.37934, -28.71566, -13.60045]], "atomic_forces_ev_per_a": [[-1.3, 3.5, -2.1], [0.7, -2.3, -0.4], [0.3, 0.2, 3.9], [-1.1, 4.8, -0.9], [2.2, 0.7, -2.3], [-9.0, 6.6, -4.3], [1.7, 0.8, 1.8], [-0.1, -1.6, -0.1], [0.0, -0.1, -0.2], [0.2, 0.1, 0.6], [0.0, 0.8, -0.7], [3.5, -2.1, 1.9], [4.7, 2.4, -7.0], [2.5, -1.7, -5.2], [1.6, 0.0, -1.5], [1.1, 5.5, 3.0], [-1.6, -1.5, 0.5], [6.0, -2.7, 3.3], [1.9, -0.7, 1.3], [1.6, -0.2, -0.3], [7.1, -3.8, -1.1], [0.6, -0.1, 0.7], [6.0, -1.8, 0.5], [-0.5, -0.6, -0.7], [0.4, -2.7, -3.8], [1.3, -1.5, 2.1], [1.0, 2.6, 1.3], [1.3, -5.4, 0.8], [-0.3, -1.9, -1.8], [1.9, -2.7, -1.3], [-0.3, 0.0, -0.3], [0.2, 0.1, -0.1], [0.0, -0.5, 0.3], [-0.8, -2.1, 2.8], [-0.4, 1.6, -0.5], [0.8, -1.0, -0.9], [-6.7, 3.0, 5.0], [4.7, 5.7, 5.8], [-12.2, 1.9, 10.4], [-0.3, 0.1, -3.8], [-0.1, -0.1, 0.5], [0.0, 0.7, -1.0], [-0.2, 0.7, 0.0], [0.8, -1.2, 0.0], [2.1, 1.1, -0.7], [-0.5, -1.6, -1.7], [-4.7, 0.5, -0.8], [-2.3, -1.3, -2.4], [1.8, -2.9, 0.8], [-0.3, 4.6, -3.5], [-0.4, 2.0, 0.9], [2.3, 0.6, -0.7], [-0.6, 0.6, 0.0], [-0.9, 0.3, -0.5], [-1.7, -0.6, 0.3], [-2.7, 0.9, -1.2], [1.0, 4.7, 1.1], [-5.1, -2.4, 2.7], [1.5, -2.2, 1.7], [-0.5, -1.2, -2.4], [1.6, -0.4, -1.3], [-1.3, 0.3, 2.4], [-1.1, -1.1, -1.3], [-0.2, -1.7, 1.2], [1.2, 0.8, -1.1], [-1.4, -3.9, -1.5], [1.1, 0.6, -0.1], [0.2, 1.1, -4.0], [-2.0, 0.4, 3.1], [1.9, -0.3, 0.2], [0.9, 0.7, 2.3], [-1.9, 1.9, 0.0], [-0.4, -0.5, 0.0], [-0.2, 0.2, -0.6], [0.5, -0.4, 0.4], [-0.6, 0.0, -0.7], [-0.5, 2.2, -0.6], [1.0, -0.3, -3.2], [-0.2, 0.3, -0.6], [0.2, -0.9, -1.9], [-1.3, 0.1, 2.4], [-2.9, -2.3, 1.9], [-0.8, -1.8, -0.1], [0.8, 1.1, 1.2], [0.7, -0.1, 0.7], [-0.5, 0.8, 0.0], [0.4, 0.5, 0.0], [-0.4, -0.2, -0.5], [-0.9, -1.8, 0.7], [-1.4, -1.5, 0.4], [-0.3, -0.4, 0.2]], "mulliken_charge": [-0.482, -0.754, -0.570, 1.523, -0.555, -0.529, 0.451, 0.299, 0.419, 0.392, 0.334, -0.580, -0.812, -0.454, 0.997, -0.323, -0.751, -0.679, 1.433, 0.836, 0.428, 0.324, 1.152, -0.263, -0.485, 1.289, -0.639, -0.505, -0.541, -0.654, 0.265, 0.304, 0.448, -0.441, -0.564, -0.419, 0.830, -0.210, -0.111, -0.321, 0.323, 0.378, 0.290, 0.405, -0.714, 0.016, 0.125, 1.454, -0.780, -0.541, -0.588, 0.356, 0.476, 0.707, -0.268, 0.279, -0.429, -0.718, 0.740, -2.362, 1.120, -1.269, 0.309, -1.218, 0.148, 1.044, 0.320, -1.271, 0.554, -0.651, 0.072, -2.538, 0.338, 0.266, 0.377, 0.311, 0.743, 0.653, 0.972, -1.459, 0.541, -0.525, -0.059, -0.810, 0.332, 0.395, 0.367, 0.326, 0.284, 0.676, 0.422]}



{"formula": "C19H41N3O4", "method": "wB97M-V/def2-TZVPD", "orbital_gap_ha": 0.2348, "lumo_ev": -0.38, "elements": ["C", "C", "C", "N", "C", "C", "O", "C", "C", "C", "C", "N", "O", "C", "C", "O", "O", "H", "H", "H", "H", "H", "H", "H", "H", "H", "H", "H", "H", "H", "H", "H", "H", "H", "H", "H", "H", "H", "H", "H", "C", "C", "C", "N", "C", "C", "C", "C", "C", "H", "H", "H", "H", "H", "H", "H", "H", "H", "H", "H", "H", "H", "H", "H", "H", "H", "H"], "positions_angstrom": [[1.89227, 1.30559, -2.54800], [2.09074, -0.28013, -2.98118], [1.43370, -1.35268, -1.92878], [1.85310, -1.17716, -0.48620], [0.90508, -2.00924, 0.37100], [1.74632, -3.34544, 0.92399], [1.74490, -4.45706, -0.08258], [2.38218, -5.62465, 0.58153], [3.83222, -6.04948, -0.10949], [3.66249, -7.51787, -0.87653], [2.44377, -7.38793, -1.98574], [2.47142, -8.66644, -2.80910], [0.41871, -1.32316, 1.57917], [-0.49620, -0.21524, 1.26616], [-1.92167, -0.65657, 0.58761], [-2.78061, -1.57048, 1.07567], [-2.28907, 0.05354, -0.68242], [0.75028, 1.62124, -2.66201], [2.33668, 1.53593, -1.48824], [2.53469, 1.93789, -3.32815], [3.21637, -0.50296, -3.26827], [1.48108, -0.40299, -4.00024], [0.26736, -1.33260, -2.10752], [1.80617, -2.43304, -2.27135], [1.88451, -0.17875, -0.18567], [0.01144, -2.47529, -0.26908], [1.18836, -3.80283, 1.87311], [2.84728, -3.09265, 1.23529], [2.61897, -5.44371, 1.72288], [1.60604, -6.50196, 0.52522], [4.64096, -6.19906, 0.74023], [4.23006, -5.25784, -0.87678], [3.35894, -8.38397, -0.14924], [4.67323, -7.86964, -1.40020], [1.37916, -7.26574, -1.50587], [2.59288, -6.44341, -2.69011], [2.75345, -9.41855, -2.11521], [3.24882, -8.52083, -3.50820], [-0.00736, 0.63884, 0.59572], [-0.76050, 0.31944, 2.29778], [-5.06313, 5.11561, 2.96675], [-3.55145, 4.95152, 3.07272], [-2.76900, 5.64286, 1.95153], [-2.48809, 4.76124, 0.71575], [-3.76317, 4.19269, 0.11905], [-1.77044, 5.62291, -0.35177], [-0.30077, 5.42931, -0.05893], [-0.21611, 3.95124, 0.25978], [-1.47842, 3.63546, 1.04581], [-5.49408, 4.49186, 2.18151], [-5.53644, 4.81925, 3.90876], [-5.33752, 6.15629, 2.76681], [-3.29601, 3.89204, 3.16770], [-3.25066, 5.42680, 4.01567], [-1.78747, 5.95092, 2.33269], [-3.29220, 6.53913, 1.60071], [-4.46752, 5.01523, -0.03355], [-4.16348, 3.44126, 0.80386], [-3.52405, 3.71226, -0.83366], [-2.02411, 5.22379, -1.33935], [-2.10848, 6.66169, -0.27817], [0.01088, 6.02925, 0.80323], [0.32868, 5.70575, -0.90942], [0.68766, 3.70574, 0.82485], [-0.19598, 3.36662, -0.66703], [-1.28954, 3.63630, 2.12258], [-1.90733, 2.66987, 0.75292]], "atomic_forces_ev_per_a": [[0.5, -0.2, -1.0], [-0.6, 0.3, -0.6], [0.4, -0.4, -1.6], [-1.8, -0.3, -0.4], [0.6, -1.8, 0.3], [-0.9, -0.1, 0.9], [1.2, 0.2, 2.5], [0.6, -0.5, 0.0], [0.0, -1.4, 0.3], [-0.6, 1.1, -0.3], [0.6, 0.1, 0.1], [1.0, 0.7, 0.6], [-0.3, 0.7, -2.2], [-0.8, 1.0, 0.4], [-5.3, -0.9, -3.7], [5.2, 4.5, -1.6], [2.6, -2.4, 6.2], [2.5, -0.7, 0.5], [-1.0, -0.4, -1.9], [-1.5, -1.2, 1.7], [-2.2, 0.5, 1.0], [1.3, 0.2, 2.2], [2.1, 0.1, 0.6], [-0.8, 2.3, 0.8], [-0.5, -1.2, -0.4], [1.7, 1.3, 1.3], [1.0, 1.3, -1.9], [-2.0, -0.2, -0.8], [-0.7, -0.1, -2.3], [1.6, 1.6, 0.0], [-1.6, 0.5, -1.7], [-1.0, -1.4, 1.5], [0.6, 1.7, -1.1], [-2.2, 0.9, 1.0], [2.2, -0.3, -0.7], [-0.2, -2.0, 1.5], [-0.3, 1.1, -1.5], [-1.0, -0.7, 1.2], [-0.9, -2.0, 1.1], [0.6, -1.4, -2.0], [-0.3, -0.2, 0.0], [-0.2, 0.3, 0.1], [0.3, -0.6, -0.2], [0.0, 0.4, -0.4], [0.4, 0.1, 0.4], [-0.2, 0.0, 0.3], [0.2, 0.3, 0.0], [0.4, -0.4, -0.2], [-0.2, -0.2, 0.1], [0.0, 0.1, 0.1], [0.1, 0.1, -0.2], [0.0, -0.1, 0.0], [0.1, 0.1, -0.1], [0.2, -0.1, -0.2], [-0.1, -0.1, -0.3], [0.0, -0.2, 0.0], [0.1, -0.2, 0.0], [0.0, 0.2, -0.2], [0.1, 0.0, 0.3], [-0.1, 0.0, 0.3], [-0.1, -0.3, 0.0], [0.0, 0.0, -0.1], [-0.2, 0.0, 0.1], [-0.2, -0.1, -0.1], [0.0, 0.0, 0.2], [-0.2, 0.1, -0.2], [0.0, 0.1, 0.1]], "mulliken_charge": [-0.736, -0.554, -0.192, -0.295, 0.017, -0.811, -0.283, -0.583, -0.445, -0.632, -0.288, -0.645, -0.465, 0.353, 0.483, -0.692, -0.735, 0.162, 0.221, 0.317, 0.325, 0.264, 0.226, 0.114, 0.282, 0.349, 0.325, 0.204, 0.377, 0.330, 0.268, 0.277, 0.295, 0.267, 0.206, 0.216, 0.289, 0.271, -0.244, 0.232, -1.249, -0.386, -0.709, 0.571, -1.191, -0.603, -0.787, -0.314, -0.739, 0.309, 0.384, 0.310, 0.250, 0.426, 0.358, 0.485, 0.365, 0.404, 0.469, 0.403, 0.319, 0.306, 0.406, 0.473, 0.094, 0.118, 0.460]}



{"formula": "C19H41NOP2SiTc", "method": "wB97M-V/def2-TZVPD", "multiplicity": 4, "orbital_gap_ha": [0.2004, 0.2151], "lumo_ev": [0.20, 0.05], "elements": ["Tc", "P", "P", "N", "H", "C", "H", "H", "H", "C", "H", "H", "H", "C", "H", "H", "H", "C", "H", "H", "H", "C", "H", "H", "H", "C", "H", "H", "H", "C", "C", "C", "C", "C", "C", "H", "H", "H", "H", "H", "C", "O", "C", "H", "H", "H", "C", "H", "H", "H", "C", "Si", "C", "C", "C", "H", "H", "H", "H", "H", "H", "H", "H", "H", "H", "H"], "positions_angstrom": [[0.21825, 0.15883, -0.92932], [2.46702, -0.23729, -1.87793], [-1.89771, 0.66871, 0.22628], [-0.53334, 0.20986, -2.59564], [0.07918, -1.39265, -0.24065], [3.17898, -1.94378, -2.05279], [4.16171, -1.94179, -2.55722], [2.47677, -2.55071, -2.64055], [3.28560, -2.41384, -1.06620], [3.88171, 0.68973, -1.12784], [4.83465, 0.44860, -1.62679], [3.97442, 0.46265, -0.05721], [3.68087, 1.76446, -1.23187], [2.55234, 0.34572, -3.62910], [3.56284, 0.21887, -4.04715], [2.26777, 1.40597, -3.65807], [1.83276, -0.22327, -4.23182], [-2.91274, -0.70735, 0.89529], [-3.84788, -0.37374, 1.34616], [-2.32799, -1.23911, 1.67615], [-3.09842, -1.43068, 0.09924], [-1.83184, 1.84619, 1.63150], [-2.81576, 1.98565, 2.10239], [-1.43372, 2.81104, 1.30171], [-1.13752, 1.46382, 2.40133], [-3.11726, 1.51354, -0.90366], [-4.05777, 1.73592, -0.37451], [-3.32328, 0.85815, -1.75776], [-2.67200, 2.44463, -1.27512], [-1.03635, 0.37953, -3.83178], [-1.98034, -0.54323, -5.89247], [-1.46358, -0.74045, -4.62551], [-1.16448, 1.69450, -4.39804], [-1.69071, 1.86090, -5.66865], [-2.09994, 0.75176, -6.42385], [-2.29819, -1.40598, -6.47872], [-1.35791, -1.72977, -4.17438], [-0.82958, 2.53359, -3.78127], [-1.78189, 2.86729, -6.07836], [-2.51243, 0.89450, -7.42692], [1.86844, -0.08980, 1.91780], [1.16056, 0.56312, 1.01960], [2.32478, -1.44662, 1.61547], [2.48175, -2.02752, 2.54011], [3.29561, -1.39499, 1.09463], [1.61656, -1.96186, 0.94271], [2.05549, 0.57089, 3.19583], [1.57047, -0.00162, 4.02477], [1.67516, 1.60071, 3.22149], [3.12488, 0.56998, 3.45110], [0.53769, -1.93209, 4.32562], [-0.60447, -0.53895, 3.75248], [-2.22184, -1.12151, 4.19203], [-0.49405, 1.30967, 4.46672], [-0.53738, -0.49551, 1.13285], [0.41792, -1.88281, 5.42261], [1.62922, -1.91406, 4.30613], [0.32937, -2.91901, 3.86939], [-2.02969, -1.02937, 5.27355], [-2.95319, -0.41554, 3.81449], [-2.27658, -2.15150, 3.83410], [-0.00509, 2.13356, 3.92645], [-1.45730, 1.84711, 4.56973], [0.04320, 1.34577, 5.43687], [-0.47151, -1.57006, 1.41462], [-0.31223, -0.18876, 2.22000]], "atomic_forces_ev_per_a": [[-1.7, -0.9, -0.1], [0.0, -0.1, -0.5], [0.2, 0.5, -1.1], [0.9, 0.5, 0.7], [0.5, 0.5, -1.2], [0.0, 0.1, 0.0], [-0.4, 0.1, 0.2], [0.2, 0.2, 0.2], [0.0, 0.1, -0.2], [0.0, -0.1, 0.0], [-0.3, 0.1, 0.1], [0.0, 0.1, -0.3], [0.1, -0.3, 0.1], [0.1, -0.1, 0.2], [-0.3, 0.0, 0.1], [0.0, -0.3, 0.0], [0.1, 0.2, 0.2], [-0.4, -0.5, 0.2], [-0.2, 0.1, -0.2], [-1.0, 0.3, -0.6], [-0.2, 0.1, 0.0], [0.3, 0.1, 0.3], [0.1, 0.0, -0.3], [-0.2, -0.1, 0.0], [-0.7, 0.5, -0.8], [-0.5, 0.0, 0.5], [0.1, 0.0, -0.2], [0.1, 0.1, 0.1], [-0.1, -0.2, 0.1], [-0.2, -0.1, -0.2], [0.0, 0.3, -0.1], [0.2, 0.5, 0.6], [0.1, -0.6, 0.3], [0.0, -0.3, 0.0], [-0.1, 0.0, -0.1], [0.1, 0.2, 0.1], [-0.1, 0.2, -0.2], [-0.2, -0.2, -0.3], [0.0, -0.2, 0.0], [0.2, -0.1, 0.4], [-2.0, 2.1, -2.7], [2.6, -0.9, 1.9], [0.7, -1.0, 0.1], [0.0, 0.2, -0.5], [-0.2, -0.1, 0.1], [0.4, 0.3, 0.3], [0.9, 0.4, 1.7], [0.9, 0.7, -0.5], [0.4, -0.5, -0.3], [0.0, 0.1, 0.0], [0.7, -0.2, 1.1], [2.2, 1.9, 0.3], [-0.3, -0.2, 0.2], [0.2, 0.4, 0.9], [0.4, -2.8, -1.6], [-0.5, -0.9, -0.1], [-0.1, 0.6, -0.5], [-0.6, 0.5, 0.6], [-0.9, -0.4, 0.0], [-0.5, -0.3, 0.3], [-0.7, 0.1, 0.4], [0.3, -0.9, -0.4], [-0.1, -1.0, 0.4], [-0.5, -0.1, -0.1], [-0.3, 0.1, -0.7], [0.2, 1.3, 1.4]], "mulliken_spin": [1.274, -0.034, 0.062, 0.336, -0.094, -0.001, 0.000, 0.001, 0.000, 0.001, -0.001, 0.003, 0.004, 0.001, 0.000, 0.000, 0.001, 0.085, -0.007, -0.008, 0.002, -0.015, -0.004, 0.004, 0.012, 0.016, 0.001, 0.001, -0.002, -0.102, -0.082, 0.151, 0.166, -0.068, 0.155, -0.004, 0.004, 0.019, -0.003, 0.012, 0.242, -0.100, 0.023, 0.008, -0.001, -0.008, -0.008, 0.016, 0.003, 0.015, 0.014, 0.148, 0.018, 0.008, 0.859, 0.003, -0.007, 0.004, 0.002, 0.005, -0.001, 0.001, 0.000, 0.003, -0.017, -0.115]}